(1)
A structure of composition C23H42BaN7O3S2Se2 in a non-equilibrium geometry, computed with ωB97M-V with the def2-TZVPD basis set.

As for the net charge: +1. As for the total energy: -7135.00836 hartree. As for the frontier orbital gap: 7.7 eV. The energy above the lowest of the compared OMol25 structures with the same formula, charge and spin comes out at 363.7 kJ/mol.

Atoms and positions in Å:
C 3.326 0.030 1.421
N 2.680 -0.615 0.480
H 0.990 -0.337 -4.427
H -1.917 -1.812 6.244
C -3.838 0.424 -0.813
H -0.610 -3.736 -3.107
H 1.815 1.368 2.180
H 5.155 -2.850 0.792
Se -2.301 0.354 2.348
H -3.213 3.813 -0.182
N 1.378 -2.805 -0.971
H -1.743 0.112 4.734
C 1.062 -3.808 -1.751
H 1.810 1.879 -0.029
C 3.337 -1.793 0.176
H -3.319 -0.875 -2.928
H -1.029 3.069 -2.049
C 1.161 -0.044 -3.384
H 0.187 -1.474 -2.356
C -2.386 -0.952 -2.368
C 2.751 -2.760 -0.778
H -3.241 2.050 -2.118
N -1.503 2.542 -0.071
C 3.449 -3.716 -1.433
S 4.770 -0.718 1.925
H -4.753 -2.909 3.964
H -4.649 -0.062 -1.361
C 2.898 1.333 2.044
Se -1.811 -2.057 1.724
H -0.493 -5.233 -2.188
H -4.738 2.329 -1.235
H 1.159 4.083 -1.491
O -1.414 2.034 2.847
C -3.056 -1.653 4.412
O -4.755 -1.186 2.764
C -2.976 2.750 -0.068
H 0.483 2.004 -3.351
H -1.034 -3.765 -1.379
H -5.140 -1.393 4.791
H 2.871 1.070 -1.746
H -3.355 2.467 0.912
H 0.863 3.814 0.224
H -4.103 0.320 0.239
C 4.496 -1.998 0.844
H -2.171 -2.014 -2.232
N -0.638 0.861 2.358
C 0.680 3.407 -0.776
H -1.193 4.445 -0.952
Ba -0.597 -0.052 0.258
H 3.346 1.463 3.027
H 2.755 2.773 -2.204
S 2.387 -4.718 -2.306
C -2.939 -2.001 5.906
C -0.349 -4.155 -2.132
C 1.430 1.457 -3.298
H -3.473 0.501 4.560
C -2.672 -0.160 4.234
N -2.534 -0.282 -1.046
C -0.823 3.415 -1.031
C -1.268 -0.325 -3.195
H 3.216 2.181 1.433
O -3.297 -3.369 6.039
H -2.342 -3.595 3.743
C 2.173 1.864 -2.018
H -3.609 -1.357 6.483
H -2.485 -0.996 -0.308
C -3.727 1.926 -1.145
N 0.041 -0.482 -2.534
H -1.271 -0.783 -4.194
H 2.017 1.756 -4.169
H -1.188 2.798 0.878
H -5.698 -1.245 2.570
H 4.516 -3.872 -1.447
N 1.273 2.062 -0.868
H -1.077 -2.428 4.110
C -2.059 -2.552 3.660
C -4.519 -1.847 4.013
H -3.187 -3.641 6.956
H -1.468 0.744 -3.317
H 2.049 -0.577 -3.034


(2)
A structure of composition C23H42Cl2MnN2O6P in a non-equilibrium geometry, computed with ωB97M-V with the def2-TZVPD basis set.

As for the spin multiplicity: 5. As for the total energy: -3875.32416 hartree. As for the frontier orbital gap (spin up / spin down): 6.3 / 8.5 eV. The expectation value of S² is 6.24.

Atoms and positions in Å:
O -1.536 -0.177 0.806
C -3.622 1.131 -1.002
C 2.794 2.050 -0.128
H -2.635 1.457 -1.377
H -5.124 -1.845 -2.865
C 1.298 -3.510 2.661
H -0.271 5.496 1.769
O 2.843 0.252 2.796
H -3.422 0.266 1.519
H -1.697 -4.815 2.275
C 4.131 -0.112 2.172
H -0.776 2.204 1.553
H -0.157 5.310 -0.889
H 2.976 1.791 -2.982
Cl -1.350 -0.233 -3.159
H -1.199 4.028 -1.579
C -3.748 -1.364 -1.287
N -0.927 3.955 0.508
C -4.151 -1.359 -2.726
O 1.375 0.372 -1.868
H 2.184 -1.794 3.636
C 4.136 -1.305 1.248
H 2.014 -3.599 1.834
H 0.304 -3.841 2.315
H 4.549 2.814 0.815
H 2.106 2.376 -0.928
C -2.480 -4.057 2.161
H 3.367 4.079 0.380
H -0.938 4.053 2.593
Cl 0.384 -2.243 -0.692
H 4.357 3.328 -0.893
C -1.048 4.722 1.736
Mn -0.498 -0.120 -0.874
H 3.799 -1.275 -4.892
H 4.529 0.796 1.676
H 3.275 1.104 -0.465
C -2.892 -0.451 0.846
C -1.051 4.694 -0.735
H 4.324 0.918 -3.773
H 1.614 -4.170 3.486
N 2.473 -0.032 -3.851
C 3.824 3.137 0.062
H 2.149 -1.916 -4.683
P 1.394 0.504 2.163
O -0.472 1.953 -0.485
C 1.558 -0.265 -2.920
H -3.405 -1.933 -3.293
H -4.349 1.234 -1.812
H 3.568 -1.141 0.339
H -5.827 -3.579 2.674
H -1.908 5.370 -0.650
H -1.129 -2.573 1.294
O 1.971 1.765 1.069
H -4.185 -0.360 -3.179
C -4.455 -2.112 1.875
C -4.790 -3.369 2.395
C 3.265 1.187 -3.838
H -2.025 5.218 1.784
H 0.884 -1.094 -3.145
O 1.056 -1.157 1.959
C -3.146 -1.826 1.479
H 2.461 -0.633 -5.878
H -5.217 -1.331 1.739
H 0.413 -1.959 3.885
C -3.519 -0.285 -0.544
H 4.729 -0.296 3.046
C 1.230 -2.087 3.153
H 5.172 -1.461 0.960
H -4.054 -5.331 2.943
C -2.152 -2.800 1.627
C -0.712 2.643 0.553
H -3.592 -2.352 -0.871
C -3.798 -4.348 2.544
C 2.737 -1.015 -4.889
H 3.100 1.748 -4.765
H -3.923 1.784 -0.178
H 3.843 -2.216 1.763


(3)
A structure of composition C23H42N3OP2Tm in a non-equilibrium geometry, computed with ωB97M-V with the def2-TZVPD basis set.

As for the net charge: +2. As for the spin multiplicity: 3. As for the total energy: -2908.50311 hartree. As for the frontier orbital gap (spin up / spin down): 7.5 / 7.5 eV. The expectation value of S² is 2.00. The energy above the lowest of the compared OMol25 structures with the same formula, charge and spin comes out at 0.0 kJ/mol.

Atoms and positions in Å:
H 4.557 2.206 -4.286
C -2.496 -2.578 -1.178
H 0.814 2.788 -0.486
C 5.174 0.135 -2.601
C -3.094 1.156 0.788
C 0.471 -1.550 3.517
H 2.931 2.586 -3.715
H 3.012 3.132 -0.488
C 0.153 -0.669 5.730
C -1.905 2.073 0.397
H 3.341 -1.996 -1.798
H -5.044 -1.890 -1.825
H 0.691 -2.365 2.814
H 3.857 2.715 1.006
H -2.244 2.730 -0.430
H -0.226 1.462 5.813
H 4.196 0.352 1.725
C -3.811 -1.377 2.196
H -3.775 0.414 3.472
C 3.979 -0.022 0.713
H -1.401 -2.443 -1.229
H -2.947 -0.494 -1.468
H -4.291 -1.068 4.281
H -3.904 1.266 0.047
H 1.182 1.939 -2.854
C 3.679 2.388 -0.029
H 5.640 0.629 -1.735
C -3.592 -0.664 3.536
O 1.448 -1.604 -0.505
H -5.277 -0.480 -0.779
C 0.946 1.235 -2.038
C 3.794 0.716 -2.947
C -0.029 0.603 5.175
C -3.254 -1.300 -0.778
H 5.841 0.297 -3.460
C -4.773 -1.452 -0.856
Tm -0.046 -0.513 0.762
H -2.534 -3.101 2.626
C -3.576 -2.886 2.345
N -0.014 -1.024 8.319
H -4.224 -3.277 3.142
H 4.938 -0.155 0.189
H 2.123 1.066 0.595
H -1.688 2.763 1.245
H -4.844 -1.196 1.853
C 3.900 2.175 -3.408
P 2.548 0.411 -1.664
C 0.061 -0.864 7.160
C 0.411 -1.754 4.887
H -2.824 -2.885 -2.181
H -0.093 1.729 3.311
C 0.130 2.077 -0.992
H 3.497 -1.002 0.818
H 0.553 -2.753 5.298
H 5.137 -0.947 -2.416
C 2.370 -1.422 -1.574
H 4.650 2.414 -0.543
H -0.548 2.714 -1.590
N 0.283 -0.307 2.987
N -0.677 1.374 0.007
H 2.127 -1.923 -2.522
C 3.066 0.985 0.004
H 4.337 2.827 -2.642
H 0.287 0.474 -2.495
H -3.809 -3.450 1.432
H -2.696 -3.409 -0.487
C 0.037 0.759 3.800
H -5.164 -2.110 -0.068
H -3.491 1.484 1.759
P -2.733 -0.659 0.885
H 3.401 0.135 -3.801
H -2.569 -0.819 3.909